#P
2 unconnected molecules or ions with the total composition C4H8N2O3, computed with ωB97M-V with the def2-TZVPD basis set.

LUMO	0.513	eV
molar mass	132.1	g/mol
SMILES string	[H]/N=C/C(N)=O.CC(=O)O
gap between HOMO and LUMO	0.3814	Eh

Each atom is followed by the atoms it is bonded to, with distances in Å.
Atoms and positions in Å:
1 C -0.686 -0.968 -1.911  C2 1.494, H8 1.092, H9 1.092, H10 1.092
2 C -1.242 0.229 -1.211  C1 1.494, O5 1.216, O13 1.403
3 C 1.222 0.629 0.327  N4 1.284, H7 1.102, C11 1.614
4 N 2.164 0.327 -0.492  C3 1.284, H6 1.025
5 O -1.594 1.276 -1.720  C2 1.216
6 H 2.483 1.158 -1.001  N4 1.025
7 H 0.875 1.662 0.488  C3 1.102
8 H -1.476 -1.436 -2.503  C1 1.092
9 H 0.139 -0.654 -2.553  C1 1.092
10 H -0.307 -1.694 -1.188  C1 1.092
11 C 0.641 -0.436 1.391  C3 1.614, N12 1.372, O14 1.212
12 N 0.275 0.159 2.573  C11 1.372, H16 1.009, H17 1.012
13 O -1.655 -0.068 0.096  C2 1.403, H15 0.979
14 O 0.904 -1.614 1.286  C11 1.212
15 H -2.149 0.731 0.369  O13 0.979
16 H 0.206 1.160 2.680  N12 1.009
17 H 0.199 -0.462 3.370  N12 1.012


#Q
A single C4H8N2O3 molecule, computed with ωB97M-V with the def2-TZVPD basis set.

LUMO	0.631	eV
molar mass	132.1	g/mol
SMILES string	N[C@@H]1[C@H](O)[C@@H]1NC(=O)O
gap between HOMO and LUMO	0.3498	Eh

Each atom is followed by the atoms it is bonded to, with distances in Å.
Atoms and positions in Å:
1 O 3.719 -0.491 2.699  C2 1.383, H9 0.975
2 C 2.338 -0.462 2.632  O1 1.383, C3 1.509, C8 1.509, H10 1.091
3 C 1.684 0.884 2.439  C2 1.509, N4 1.430, C8 1.520, H11 1.092
4 N 2.604 1.968 2.296  C3 1.430, H12 1.122, H15 1.015
5 C 2.456 1.389 -0.383  O6 1.220, N7 1.349, O16 1.482
6 O 1.517 1.779 -1.058  C5 1.220
7 N 2.548 0.182 0.214  C5 1.349, C8 1.423, H13 1.011
8 C 1.694 -0.131 1.309  C2 1.509, C3 1.520, N7 1.423, H14 1.092
9 H 4.009 0.438 2.634  O1 0.975
10 H 1.850 -1.207 3.262  C2 1.091
11 H 0.721 1.071 2.921  C3 1.092
12 H 3.050 2.619 1.499  N4 1.122
13 H 3.340 -0.411 0.004  N7 1.011
14 H 0.743 -0.606 1.058  C8 1.092
15 H 2.433 2.677 3.001  N4 1.015
16 O 3.709 2.181 -0.380  C5 1.482, H17 0.964
17 H 3.590 2.932 -0.971  O16 0.964


#R
A single C4H8N2O3 molecule, computed with ωB97M-V with the def2-TZVPD basis set.

LUMO	0.472	eV
molar mass	132.1	g/mol
SMILES string	NCC(=O)NCC(=O)O
gap between HOMO and LUMO	0.3572	Eh

Each atom is followed by the atoms it is bonded to, with distances in Å.
Atoms and positions in Å:
1 C 2.104 -0.669 0.323  C2 1.535, H7 1.142, H8 1.058, N13 1.494
2 C 0.951 0.312 0.069  C1 1.535, N14 1.400, O15 1.209
3 C -1.414 0.693 0.183  C4 1.500, H10 1.158, H11 1.129, N14 1.523
4 C -2.610 -0.163 -0.113  C3 1.500, O16 1.196, O17 1.321
5 H 3.409 -0.447 -1.298  N13 0.979
6 H 3.576 0.755 -0.217  N13 1.021
7 H 2.454 -0.659 1.410  C1 1.142
8 H 1.885 -1.673 0.072  C1 1.058
9 H -0.658 -1.253 0.451  N14 1.052
10 H -1.229 1.276 -0.801  C3 1.158
11 H -1.712 1.440 0.976  C3 1.129
12 H -4.618 0.239 -0.283  O17 0.975
13 N 3.371 -0.238 -0.342  C1 1.494, H5 0.979, H6 1.021
14 N -0.266 -0.277 0.430  C2 1.400, C3 1.523, H9 1.052
15 O 1.010 1.437 -0.369  C2 1.209
16 O -2.514 -1.280 -0.529  C4 1.196
17 O -3.738 0.507 0.039  C4 1.321, H12 0.975


Most stable one: #R, least stable one: #Q.


#P
A single C4H8N2O3 molecule, computed with ωB97M-V with the def2-TZVPD basis set.

LUMO	0.482	eV
molar mass	132.1	g/mol
SMILES string	NC(=O)C[C@H](N)C(=O)O
gap between HOMO and LUMO	0.3757	Eh

Each atom is followed by the atoms it is bonded to, with distances in Å.
Atoms and positions in Å:
1 C 0.692 0.050 0.190  C2 1.539, C3 1.540, H7 1.101, N13 1.460
2 C 0.139 0.393 1.585  C1 1.539, O15 1.209, O17 1.332
3 C -0.310 -0.774 -0.642  C1 1.540, C4 1.537, H8 1.097, H9 1.084
4 C -1.259 0.054 -1.523  C3 1.537, N14 1.353, O16 1.214
5 H 2.596 -0.410 -0.439  N13 1.016
6 H 1.921 -1.556 0.464  N13 0.987
7 H 0.884 1.028 -0.277  C1 1.101
8 H -0.889 -1.425 0.022  C3 1.097
9 H 0.246 -1.399 -1.332  C3 1.084
10 H -1.985 1.004 0.145  N14 1.010
11 H -2.642 1.523 -1.395  N14 1.000
12 H 1.880 0.154 2.079  O17 0.977
13 N 1.998 -0.577 0.365  C1 1.460, H5 1.016, H6 0.987
14 N -1.987 0.985 -0.865  C4 1.353, H10 1.010, H11 1.000
15 O -1.024 0.632 1.808  C2 1.209
16 O -1.329 -0.132 -2.721  C4 1.214
17 O 1.069 0.448 2.538  C2 1.332, H12 0.977


#Q
A single C4H8N2O3 molecule, computed with ωB97M-V with the def2-TZVPD basis set.

LUMO	0.799	eV
molar mass	132.1	g/mol
SMILES string	C[C@@H](O)/C(=N\N)OC=O
gap between HOMO and LUMO	0.3845	Eh

Each atom is followed by the atoms it is bonded to, with distances in Å.
Atoms and positions in Å:
1 C 1.401 -1.642 -0.942  C2 1.563, H5 1.120, H6 1.117, H7 1.125
2 C 0.488 -0.978 0.139  C1 1.563, C3 1.529, H8 1.069, O15 1.376
3 C -0.067 0.389 -0.259  C2 1.529, N13 1.280, O16 1.386
4 C -2.383 0.054 -0.216  H10 1.110, O16 1.348, O17 1.203
5 H 0.883 -1.966 -1.880  C1 1.120
6 H 2.229 -0.924 -1.155  C1 1.117
7 H 1.842 -2.562 -0.467  C1 1.125
8 H -0.375 -1.584 0.313  C2 1.069
9 H 1.796 -0.100 1.198  O15 1.013
10 H -3.233 0.058 -0.930  C4 1.110
11 H 1.959 2.460 0.645  N14 1.027
12 H 2.435 1.596 -0.661  N14 1.032
13 N 0.480 1.546 -0.260  C3 1.280, N14 1.474
14 N 1.878 1.535 0.206  H11 1.027, H12 1.032, N13 1.474
15 O 1.144 -0.862 1.342  C2 1.376, H9 1.013
16 O -1.277 0.337 -0.933  C3 1.386, C4 1.348
17 O -2.452 -0.160 0.965  C4 1.203


Most stable one: #P, least stable one: #Q.